{
  "formula": "C29H53N6O8P2S2",
  "method": "ωB97M-V with the def2-TZVPD basis set",
  "total_charge": 1,
  "lumo_ev": -3.05,
  "symbols": ["S", "S", "P", "P", "O", "O", "O", "O", "O", "O", "O", "O", "N", "N", "N", "N", "N", "N", "C", "C", "C", "C", "C", "C", "C", "C", "C", "C", "C", "C", "C", "C", "C", "C", "C", "C", "C", "C", "C", "C", "C", "C", "C", "C", "C", "C", "C", "H", "H", "H", "H", "H", "H", "H", "H", "H", "H", "H", "H", "H", "H", "H", "H", "H", "H", "H", "H", "H", "H", "H", "H", "H", "H", "H", "H", "H", "H", "H", "H", "H", "H", "H", "H", "H", "H", "H", "H", "H", "H", "H", "H", "H", "H", "H", "H", "H", "H", "H", "H", "H"],
  "xyz": [[-1.30669, 3.10526, 1.24663], [1.68203, -5.45028, 0.46521], [3.28616, 4.78522, -6.67400], [0.99202, -3.82440, -0.30245], [-4.29087, 0.88365, 2.25390], [3.40255, 5.07443, -5.08917], [4.78422, 4.19412, -6.76023], [2.62345, -2.93162, 3.91139], [-6.10076, 1.27322, 3.53572], [2.45317, 6.14362, -7.02417], [-1.61896, -2.74963, 2.60785], [2.36062, 3.67584, -6.94996], [4.45270, 4.11482, -1.70084], [-1.80918, 0.43817, 0.73075], [-0.39193, -1.41125, 0.34347], [-2.90914, -0.70078, 5.98982], [2.83068, 4.51194, -0.12822], [2.32106, 3.28868, -2.22490], [-3.47641, -1.43126, 1.79456], [-1.58997, -6.11613, -0.85006], [-1.76261, -7.76883, 1.31332], [-3.16436, 2.84590, 4.34436], [-1.49701, -8.31406, 0.07036], [1.38403, 2.40038, -1.52712], [3.07702, 7.22485, -7.75989], [0.50584, -0.60875, -0.56570], [-4.51382, -0.52840, 2.44011], [0.21111, -2.65179, 0.96213], [5.13155, 3.43032, -7.93320], [-1.62322, 1.60658, 1.02533], [-1.03764, -0.59751, 1.42983], [-2.54328, -1.57487, 4.85139], [1.50348, 0.36099, 0.05517], [-1.42621, -7.47987, -1.03284], [-5.03010, 1.63187, 3.12012], [2.16402, 1.15594, -1.10465], [-2.01846, -1.39473, 2.34244], [-0.95791, -3.45174, 1.57826], [1.35732, -2.35247, 1.95592], [-1.83313, -5.55985, 0.39543], [3.24093, 3.98716, -1.36886], [1.42279, -3.22171, 3.21223], [-1.96188, -4.05349, 0.53506], [3.85546, 6.34096, -4.60737], [-1.92568, -6.40672, 1.49179], [-1.95264, -0.71969, 3.72051], [-4.44205, 2.96306, 3.50990], [-0.31053, -0.08202, 2.04727], [-1.51427, -5.47447, -1.72293], [2.32480, -0.19183, 0.51567], [-0.17102, -0.00765, -1.17711], [1.03726, -1.23921, -1.27342], [3.13664, 8.10389, -7.11928], [-5.17729, 3.49741, 4.10449], [4.50193, 6.85545, -5.32106], [1.39175, -1.31252, 2.28053], [-3.84851, -2.43554, 1.99565], [2.46004, 7.45712, -8.62516], [-3.44490, -2.09604, 4.52900], [-1.34394, -9.37705, -0.05345], [6.21534, 3.43510, -8.01986], [1.10003, 1.01322, 0.82918], [0.65796, 2.09463, -2.28119], [-1.21800, -7.84784, -2.02759], [2.06120, -3.05632, -0.80156], [-1.81468, -8.41223, 2.18220], [-2.36244, 0.28586, 3.70739], [1.82110, 3.93070, -2.83016], [3.27118, -3.57477, 3.60780], [2.25509, 0.44647, -1.93123], [3.18346, 1.37242, -0.78653], [4.60157, 3.65825, -2.59848], [-1.17522, -1.68585, -0.25859], [2.30182, -2.49966, 1.42065], [-2.98600, -3.87804, 0.85509], [3.21652, 4.00811, 0.65614], [0.10337, -3.96876, -1.38217], [1.40752, -4.28985, 2.99768], [-2.80348, 3.84990, 4.56984], [-3.88206, -0.83346, 6.23385], [-4.66969, -0.71011, 3.50040], [-0.52827, -4.33675, 2.04338], [-4.23687, 3.55352, 2.61342], [2.99446, 6.97257, -4.38213], [-5.46531, -0.77038, 1.96050], [4.08073, 6.97039, -8.10180], [4.69998, 3.85583, -8.83672], [-2.38893, -0.99865, 6.80473], [0.91019, 2.86892, -0.66209], [-3.49607, -1.33198, 0.70696], [-3.31431, 2.30404, 5.27780], [-2.10767, -6.01847, 2.48764], [-0.89054, -0.61361, 3.97558], [0.57258, -3.01909, 3.86501], [4.41614, 6.16790, -3.69103], [-2.34917, 2.35161, 3.81778], [1.83080, 4.62113, -0.05134], [-1.85945, -3.62684, -0.46887], [4.78291, 2.40783, -7.80861], [-1.81542, -2.30737, 5.19072]],
  "mulliken_charge": [-0.339, -0.261, 0.963, 0.114, -0.205, -0.185, -0.314, -0.595, -0.561, -0.316, -0.600, -0.710, -0.687, -0.467, 0.477, -0.528, -0.487, -0.050, -1.263, -0.248, -0.761, -0.859, -0.545, -0.116, -0.675, -1.259, -1.301, 1.761, -0.682, 0.308, -2.687, -1.152, 0.604, -0.788, 0.508, -1.360, 4.445, -2.060, -1.102, 0.077, 0.296, -0.903, -0.957, -0.737, -0.318, -1.060, -0.349, 1.410, 0.320, 0.188, 0.431, 0.686, 0.276, 0.344, 0.339, 0.175, 0.441, 0.250, 0.519, 0.417, 0.251, 0.145, 0.418, 0.414, 0.194, 0.396, -1.149, 0.147, 0.381, 0.328, 0.526, 0.310, 0.637, 0.735, 0.348, 0.258, 0.144, 0.385, 0.352, 0.236, 0.424, 1.366, 0.252, 0.246, 0.612, 0.341, 0.336, 0.257, -0.291, 0.278, 0.369, 0.422, 1.078, 0.122, 0.328, -0.002, 0.257, 0.668, 0.262, 0.357]
}

{
  "formula": "C29H53N8O14SZn",
  "method": "ωB97M-V with the def2-TZVPD basis set",
  "total_charge": 1,
  "e_above_lowest_kcal_mol": 0.0,
  "lumo_ev": -5.11,
  "symbols": ["Zn", "S", "O", "O", "O", "O", "O", "O", "O", "O", "O", "O", "O", "O", "O", "O", "N", "N", "N", "N", "N", "N", "N", "N", "C", "C", "C", "C", "C", "C", "C", "C", "C", "C", "C", "C", "C", "C", "C", "C", "C", "C", "C", "C", "C", "C", "C", "C", "C", "C", "C", "C", "C", "H", "H", "H", "H", "H", "H", "H", "H", "H", "H", "H", "H", "H", "H", "H", "H", "H", "H", "H", "H", "H", "H", "H", "H", "H", "H", "H", "H", "H", "H", "H", "H", "H", "H", "H", "H", "H", "H", "H", "H", "H", "H", "H", "H", "H", "H", "H", "H", "H", "H", "H", "H", "H"],
  "xyz": [[-13.34123, 17.07882, 4.93402], [-13.89036, 16.22889, 2.54785], [-9.89796, 16.23292, -0.28143], [-16.88412, 12.89331, -1.56621], [-12.74929, 19.70412, -0.53186], [-11.44009, 17.39466, 5.70094], [-14.73592, 17.83663, 6.32631], [-14.72736, 16.21564, 3.77486], [-14.50851, 17.18653, 1.60640], [-17.68658, 12.40181, 4.59696], [-13.78641, 14.89536, 1.95999], [-12.59286, 16.73423, 3.05116], [-12.39425, 15.58194, 6.31698], [-13.21878, 11.74894, 5.61768], [-13.94582, 19.17200, 4.80507], [-17.59430, 19.82638, 3.53124], [-13.38961, 24.12008, 5.59016], [-15.36782, 13.33704, 0.05665], [-14.53848, 18.40710, -0.88164], [-15.84316, 13.28654, 3.62861], [-10.19401, 18.65513, 2.76448], [-12.52006, 13.43645, 4.30266], [-11.24450, 14.72580, 0.74015], [-16.89457, 18.21444, 2.00728], [-11.35996, 16.29035, 6.32765], [-16.67017, 13.06670, 4.68498], [-9.51636, 17.41449, 2.33508], [-12.12573, 16.00615, -1.11001], [-16.70728, 15.16758, -0.79276], [-15.32341, 20.14248, 6.55677], [-16.23928, 13.70453, 5.98496], [-10.09057, 15.78050, 6.93602], [-12.46163, 21.94190, 5.70955], [-14.06280, 25.23363, 6.29716], [-9.77618, 19.14094, 3.96036], [-11.09551, 19.29266, 2.00984], [-13.91715, 19.98954, -2.62079], [-11.62862, 20.48440, 2.44452], [-13.70674, 19.40828, -1.24264], [-12.83744, 12.13218, 4.52126], [-12.59946, 23.10174, 3.62403], [-13.10316, 23.01668, 6.29591], [-10.35651, 20.28372, 4.45943], [-17.51755, 17.09675, 2.81587], [-12.61152, 11.17285, 3.36926], [-16.33907, 13.68412, -0.82405], [-11.35263, 20.91822, 3.74058], [-10.97904, 15.65531, -0.19701], [-16.78648, 19.51462, 2.72558], [-12.11737, 22.02356, 4.36209], [-14.64044, 18.99798, 5.84886], [-13.21521, 24.15126, 4.25199], [-15.60137, 20.35802, 2.34071], [-10.35106, 15.29002, 7.87287], [-12.31911, 21.06196, 1.84970], [-14.95822, 19.92352, 1.57635], [-9.14856, 18.49248, 4.54999], [-13.64942, 21.04259, -2.53956], [-8.44749, 17.61199, 2.33046], [-13.32469, 23.06056, 7.35270], [-10.51738, 14.33998, 1.31502], [-12.46512, 23.17745, 2.55356], [-13.33618, 11.43974, 2.59817], [-15.00821, 14.03827, 0.68684], [-14.03441, 26.11345, 5.65644], [-14.69342, 20.60259, 7.31494], [-16.69034, 15.57516, -1.80237], [-11.59044, 11.32666, 3.01586], [-12.43059, 14.08635, 5.07447], [-13.10880, 15.99511, -0.63885], [-13.52435, 25.06240, 3.76214], [-15.88009, 12.91154, 6.64276], [-14.36241, 17.86458, -0.03145], [-13.18374, 19.55537, -3.30126], [-15.10825, 12.36569, 0.09467], [-14.97671, 20.41250, 3.24019], [-13.54592, 25.40251, 7.23362], [-17.10752, 14.16224, 6.45412], [-15.96070, 21.36660, 2.14871], [-15.42278, 18.27889, -1.34266], [-16.26604, 19.82873, 6.99960], [-17.08021, 17.11083, 3.80498], [-15.96467, 15.73052, -0.21410], [-12.19940, 21.07262, 6.29514], [-12.21994, 14.50016, 0.92150], [-17.33465, 18.32764, 1.09369], [-17.68576, 15.32400, -0.34028], [-18.59705, 17.22118, 2.80058], [-12.58233, 13.82297, 3.37691], [-9.77942, 16.57052, 2.96593], [-11.93319, 16.96968, -1.57252], [-10.07714, 20.57246, 5.46340], [-9.81884, 17.19392, 1.31019], [-17.31050, 16.18102, 2.26690], [-15.25445, 14.10779, 3.67412], [-15.12672, 25.03529, 6.41644], [-12.16594, 15.23731, -1.88764], [-9.64212, 15.06580, 6.24620], [-12.69230, 10.15547, 3.73157], [-11.39105, 18.86094, 1.06131], [-15.41619, 14.41039, 5.88485], [-16.04433, 12.93291, 2.70928], [-14.90638, 19.75615, -3.00250], [-15.60082, 20.89845, 5.81292], [-9.34176, 16.53649, 7.16717], [-15.89168, 17.91446, 1.83041]],
  "mulliken_charge": [3.412, 1.141, -0.770, -0.656, -0.603, -0.562, -0.777, -1.071, -0.212, -0.691, -0.551, -0.833, -0.895, -0.658, -0.986, -0.476, 0.077, -0.143, 0.138, 0.223, 0.246, 0.050, 0.037, 0.422, 0.854, 0.590, -0.945, -0.398, -0.254, -1.389, -0.552, -1.475, -0.670, -0.917, -0.610, -0.777, -1.229, -0.439, 0.600, 0.730, -0.505, -0.572, -0.256, -0.855, -0.999, 0.457, 0.365, 0.610, 0.424, 0.998, 0.754, -0.382, 0.684, 0.364, 0.431, -0.478, 0.339, 0.332, 0.476, 0.484, 0.250, 0.572, 0.112, -0.108, 0.317, 0.272, 0.348, 0.322, 0.164, -0.261, 0.410, 0.276, -0.333, 0.285, 0.210, -0.602, 0.368, 0.321, 0.572, 0.211, 0.415, 0.296, -0.295, 0.528, -0.095, 0.442, 0.311, 0.436, -0.068, 0.159, 0.222, 0.642, 0.211, 0.294, -0.442, 0.360, 0.426, 0.312, 0.327, 0.641, -0.179, 0.197, 0.384, 0.237, 0.340, -0.464]
}

no.,frontier orbital gap (eV)
1,8.13
2,5.09